Below is 10 unconnected molecules or ions with the total composition C28H54Cl12O8S3, with properties calculated with ωB97M-V/def2-TZVPD.

Bonds (Å) are listed after each position.
Atoms and positions in Å:
1 Cl -15.541 -23.662 -6.672  C47 1.799
2 Cl -18.898 -25.412 -5.495  C35 1.768
3 Cl -23.013 -28.772 -8.260  C50 1.814
4 Cl -13.150 -26.190 -6.891  C32 1.803
5 Cl -21.751 -30.296 -5.120  C48 1.764
6 Cl -15.715 -31.529 -13.108  C42 1.783
7 Cl -21.479 -26.622 -2.872  C25 1.752
8 Cl -22.537 -26.670 -10.946  C37 1.794
9 Cl -20.593 -32.510 -7.931  C26 1.805
10 Cl -14.040 -29.716 -11.091  C34 1.794
11 Cl -22.212 -24.772 -5.974  C45 1.809
12 Cl -17.226 -33.315 -9.006  C31 1.782
13 S -18.750 -24.108 -11.555  O18 1.449, O23 1.443, C28 1.883, C39 1.829
14 S -16.497 -32.472 -2.735  O16 1.452, O19 1.453, C36 1.817, C41 1.887
15 S -18.512 -28.748 -8.657  O17 1.457, O22 1.464, C24 1.818, C29 1.809
16 O -16.055 -33.160 -3.934  S14 1.452
17 O -18.099 -27.355 -8.757  S15 1.457
18 O -19.299 -24.270 -12.886  S13 1.449
19 O -15.641 -31.594 -1.955  S14 1.453
20 O -15.928 -28.048 -1.460  C40 1.430, C43 1.332
21 O -17.253 -28.392 -3.208  C43 1.197
22 O -19.275 -29.378 -9.736  S15 1.464
23 O -19.330 -23.166 -10.627  S13 1.443
24 C -17.055 -29.720 -8.171  S15 1.818, C51 1.543, H82 1.087, H90 1.085
25 C -22.136 -28.189 -3.300  Cl7 1.752, C48 1.516, H52 1.092, H89 1.088
26 C -19.871 -33.737 -9.041  Cl9 1.805, C31 1.519, H75 1.087, H101 1.082
27 C -18.579 -33.851 -2.011  C36 1.524, C49 1.528, H58 1.094, H79 1.091
28 C -18.333 -25.817 -10.882  S13 1.883, C33 1.519, H59 1.088, H99 1.094
29 C -19.337 -28.953 -7.060  S15 1.809, C46 1.515, H70 1.093, H71 1.090
30 C -17.060 -26.152 -2.309  C38 1.543, C43 1.523, H62 1.086, H76 1.088
31 C -18.774 -33.074 -9.856  Cl12 1.782, C26 1.519, H77 1.088, H83 1.088
32 C -14.947 -26.244 -7.036  Cl4 1.803, C47 1.503, H69 1.084, H72 1.090
33 C -16.880 -26.107 -11.214  C28 1.519, C44 1.540, H100 1.089, H104 1.087
34 C -15.638 -29.208 -11.728  Cl10 1.794, C42 1.531, H96 1.085, H102 1.088
35 C -19.655 -24.560 -6.845  Cl2 1.768, C45 1.493, H55 1.092, H84 1.094
36 C -17.136 -33.692 -1.549  S14 1.817, C27 1.524, H61 1.088, H66 1.084
37 C -21.562 -28.085 -10.433  Cl8 1.794, C50 1.507, H74 1.089, H94 1.087
38 C -16.196 -25.718 -1.107  C30 1.543, C40 1.525, H53 1.090, H103 1.091
39 C -16.986 -23.705 -11.820  S13 1.829, C44 1.524, H54 1.087, H57 1.091
40 C -15.747 -27.030 -0.472  O20 1.430, C38 1.525, H85 1.092, H86 1.092
41 C -18.141 -31.581 -2.985  S14 1.887, C49 1.548, H65 1.091, H81 1.084
42 C -16.486 -30.472 -11.897  Cl6 1.783, C34 1.531, H92 1.092, H97 1.086
43 C -16.770 -27.644 -2.409  O20 1.332, O21 1.197, C30 1.523
44 C -16.179 -24.745 -11.051  C33 1.540, C39 1.524, H68 1.094, H87 1.088
45 C -20.858 -23.723 -6.557  Cl11 1.809, C35 1.493, H78 1.091, H98 1.090
46 C -18.171 -28.840 -6.101  C29 1.515, C51 1.533, H63 1.089, H105 1.096
47 C -15.436 -25.052 -7.810  Cl1 1.799, C32 1.503, H88 1.089, H91 1.088
48 C -21.574 -28.606 -4.644  Cl5 1.764, C25 1.516, H60 1.099, H93 1.090
49 C -19.168 -32.459 -2.231  C27 1.528, C41 1.548, H56 1.092, H80 1.090
50 C -22.359 -29.241 -9.886  Cl3 1.814, C37 1.507, H73 1.086, H95 1.084
51 C -17.013 -29.694 -6.629  C24 1.543, C46 1.533, H64 1.091, H67 1.087
52 H -23.224 -28.097 -3.332  C25 1.092
53 H -16.601 -25.085 -0.318  C38 1.090
54 H -16.763 -22.671 -11.569  C39 1.087
55 H -18.930 -23.954 -7.393  C35 1.092
56 H -19.481 -32.087 -1.252  C49 1.092
57 H -16.828 -23.851 -12.889  C39 1.091
58 H -18.621 -34.450 -2.925  C27 1.094
59 H -19.191 -26.378 -11.246  C28 1.088
60 H -20.499 -28.428 -4.497  C48 1.099
61 H -17.148 -33.155 -0.603  C36 1.088
62 H -16.713 -25.654 -3.210  C30 1.086
63 H -17.921 -27.822 -5.806  C46 1.089
64 H -16.073 -29.223 -6.338  C51 1.091
65 H -18.348 -31.784 -4.036  C41 1.091
66 H -16.539 -34.596 -1.572  C36 1.084
67 H -17.013 -30.674 -6.157  C51 1.087
68 H -16.251 -24.410 -10.012  C44 1.094
69 H -15.332 -26.330 -6.026  C32 1.084
70 H -19.802 -29.942 -7.095  C29 1.093
71 H -20.173 -28.262 -6.947  C29 1.090
72 H -15.194 -27.152 -7.586  C32 1.090
73 H -21.679 -30.071 -9.717  C50 1.086
74 H -21.026 -28.392 -11.330  C37 1.089
75 H -20.714 -34.026 -9.662  C26 1.087
76 H -18.133 -26.034 -2.170  C30 1.088
77 H -18.723 -33.505 -10.855  C31 1.088
78 H -20.703 -22.921 -5.834  C45 1.091
79 H -19.217 -34.395 -1.312  C27 1.091
80 H -20.083 -32.496 -2.822  C49 1.090
81 H -18.006 -30.528 -2.763  C41 1.084
82 H -16.192 -29.301 -8.680  C24 1.087
83 H -18.947 -32.005 -9.965  C31 1.088
84 H -20.009 -25.285 -7.584  C35 1.094
85 H -16.292 -27.301 0.434  C40 1.092
86 H -14.674 -27.041 -0.267  C40 1.092
87 H -15.142 -24.714 -11.378  C44 1.088
88 H -14.757 -24.882 -8.644  C47 1.089
89 H -21.947 -28.924 -2.520  C25 1.088
90 H -17.216 -30.763 -8.426  C24 1.085
91 H -16.416 -25.229 -8.248  C47 1.088
92 H -17.384 -30.038 -12.341  C42 1.092
93 H -21.705 -27.975 -5.523  C48 1.090
94 H -20.812 -27.760 -9.717  C37 1.087
95 H -23.224 -29.449 -10.505  C50 1.084
96 H -16.016 -28.417 -11.088  C34 1.085
97 H -16.706 -30.884 -10.916  C42 1.086
98 H -21.154 -23.169 -7.448  C45 1.090
99 H -18.456 -25.673 -9.804  C28 1.094
100 H -16.435 -26.683 -10.403  C33 1.089
101 H -19.522 -34.559 -8.429  C26 1.082
102 H -15.395 -28.887 -12.740  C34 1.088
103 H -15.352 -25.148 -1.496  C38 1.091
104 H -16.857 -26.569 -12.198  C33 1.087
105 H -18.525 -29.207 -5.131  C46 1.096

Summary:
**Total energy**: -8418.02681 Ha
**HOMO-LUMO gap**: 10.3 eV
**HOMO**: -10.0 eV
**Total charge**: 0
**SMILES**: O=S1(=O)CCCC1.O=S1(=O)CCCC1.O=S1(=O)CCCC1.O=C1CCCO1.ClCCCl.ClCCCl.ClCCCl.ClCCCl.ClCCCl.ClCCCl
**LUMO level**: 0.3109 eV